Computed, not measured: a structure of composition C38H35FeGe2N4OS, with wB97M-V/def2-TZVPD.

Geometry (Å):
Fe1 -0.027805 -0.131404 -0.156794
C1 -2.117359 -2.417268 -3.391783
C2 -1.329210 -1.487066 -2.697313
N1 -1.079356 -1.587239 -1.409703
C3 -1.618547 -2.618116 -0.703335
C4 -2.490404 -3.545251 -1.300920
C5 -2.704793 -3.430241 -2.690182
C6 -3.126991 -4.520302 -0.493948
C7 -2.894407 -4.504926 0.848724
C8 -1.986587 -3.604646 1.447390
C9 -1.274663 -2.684015 0.696645
N2 -0.314277 -1.780030 1.081180
C10 0.400578 -1.873530 2.248350
C11 0.409703 -2.879480 3.202119
C12 1.209747 -2.796939 4.361243
C13 2.027608 -1.735935 4.610949
C14 2.123997 -0.716104 3.633110
C15 2.996349 0.386382 3.755958
C16 3.086646 1.302361 2.747733
C17 2.316049 1.104613 1.590846
N3 1.492465 0.092695 1.452204
C18 1.349960 -0.803771 2.460601
H1 -2.261055 -2.297905 -4.456181
H2 -0.906592 -0.640702 -3.219938
H3 -3.347625 -4.149362 -3.184255
H4 -3.800904 -5.235158 -0.947298
H5 -3.407441 -5.209970 1.491002
H6 -1.897044 -3.629852 2.520195
H7 -0.173165 -3.774105 3.069735
H8 1.154188 -3.611225 5.073229
H9 2.619260 -1.670446 5.514482
H10 3.592491 0.485448 4.655451
H11 3.746166 2.156740 2.807932
H12 2.391024 1.797025 0.761941
O1 -0.883277 1.176518 1.139802
N4 -1.442684 2.336004 0.836294
C19 -1.786959 3.135128 1.872959
C20 -2.363366 4.353082 1.657395
C21 -2.590747 4.762829 0.336966
C22 -2.234552 3.939402 -0.696562
C23 -1.645038 2.680695 -0.461531
S1 -1.183737 1.584520 -1.679609
H13 -1.560212 2.714153 2.840019
H14 -2.626699 4.970354 2.502918
H15 -3.044841 5.722904 0.132905
H16 -2.396364 4.221703 -1.726608
C24 2.335677 -3.326491 -1.027236
Ge1 3.422837 -1.700906 -1.239032
C25 4.378770 -1.489342 0.466468
C26 4.792536 -2.027959 -2.613015
Ge2 1.930749 0.158455 -1.779470
C27 1.515114 -0.028980 -3.698968
C28 1.135972 1.079227 -4.457528
C29 0.783507 0.948576 -5.794476
C30 0.805650 -0.298204 -6.403143
C31 1.188083 -1.411044 -5.667110
C32 1.537135 -1.273371 -4.331000
C33 2.927447 1.858608 -1.658889
C34 4.319345 1.859962 -1.549467
C35 5.033559 3.045495 -1.433055
C36 4.365741 4.261191 -1.424876
C37 2.983104 4.281758 -1.537051
C38 2.273972 3.093164 -1.649555
H17 2.971685 -4.158881 -0.719505
H18 1.814409 -3.611495 -1.942041
H19 1.588048 -3.161462 -0.248896
H20 5.127374 -2.281691 0.534852
H21 3.692948 -1.595090 1.306644
H22 4.886810 -0.528932 0.553548
H23 5.346135 -2.933048 -2.354065
H24 5.499126 -1.199031 -2.666410
H25 4.353734 -2.158994 -3.601247
H26 1.108616 2.062621 -4.001757
H27 0.490267 1.823453 -6.361773
H28 0.533227 -0.400888 -7.445996
H29 1.216577 -2.388513 -6.133541
H30 1.817713 -2.159987 -3.773243
H31 4.863500 0.922123 -1.555939
H32 6.113391 3.018447 -1.351373
H33 4.920090 5.186877 -1.335376
H34 2.453492 5.226878 -1.533424
H35 1.191930 3.127106 -1.720077

Cartesian forces (eV/Å) of the 3 atoms listed first:
Fe -0.464 0.160 0.177
C 0.014 0.029 0.017
C -0.044 -0.032 0.046

Summary:
ΔE to the lowest compared entry with this formula, charge and spin, kJ/mol: 0.0
Spin multiplicity: 6
Gap between HOMO and LUMO (alpha / beta), eV: 6.515 / 6.406
DFT total energy, hartree: -7579.07929